ORCA calculation (wB97M-V/def2-TZVPD) on a molecular structure, C12H28CoO4P2S4.

Molecular weight in g mol⁻¹: 485.50
Electronic energy in eV: -120628.480
Charge: +1
Spin multiplicity: 5
LUMO (spin up / spin down) in eV: -2.1 / -5.1
Energy relative to the best compared isomer or geometry (same formula, charge and spin) in kJ/mol: 0.00
Kohn-Sham gap (spin up / spin down) in eV: 9.416 / 6.782
⟨S²⟩: 6.02

XYZ file:
```
51
Properties=species:S:1:pos:R:3:mulliken_charge:R:1
H -2.48485 0.04743 -1.66910 0.177
C 1.09546 -2.67398 -2.11973 -1.198
P 0.68600 -0.88379 -2.15261 1.049
H -0.57578 4.85169 2.45438 0.494
H 1.91071 -2.58266 2.91665 0.368
O 0.88058 1.72237 0.59131 -0.678
H -0.83504 0.50716 3.32501 0.275
C -0.09813 -3.90017 0.94652 -1.248
C -1.12836 4.03502 1.98587 -0.788
H -0.60967 -3.72380 1.89281 0.387
H 2.77766 -3.78017 1.92010 0.487
C 1.95234 -3.03590 -0.90101 -1.089
C -2.50888 0.92688 1.99341 -0.763
H 1.59672 -2.94566 -3.05160 0.544
H -1.94343 1.76424 3.86476 0.685
P 1.10450 -2.56617 0.65552 0.776
H 3.14193 -2.03475 1.78279 0.333
C -1.44027 1.34910 2.98622 -0.835
H -3.04077 1.78011 1.57809 0.352
Co 0.41279 -0.27577 0.16131 1.104
H 1.94190 0.97828 -3.00110 0.390
H -2.12760 4.00699 2.42267 0.464
O 2.62384 0.18837 0.26557 -0.605
H -0.80061 2.01567 -0.98336 -0.201
H -1.34252 5.35414 0.33878 0.492
S -0.20899 2.58471 2.54675 0.310
H -0.25070 4.03430 -0.01412 0.232
H 2.89451 -2.48162 -0.91652 0.372
O 1.44736 0.23817 2.36103 -0.663
H 2.19906 -4.09957 -0.89965 0.549
S 2.13120 1.07235 1.35435 0.929
H -3.22849 0.32085 2.54497 0.515
S -2.58350 3.51397 -0.38378 -0.145
O 3.01841 2.07233 1.83527 -0.645
H -1.95180 2.23900 -2.29949 0.458
H 0.14753 -3.22001 -2.09854 0.355
C -1.86169 2.07239 -1.22515 -0.196
H -1.44757 -1.33715 -3.21495 0.380
H -3.66035 0.94157 -0.73498 0.604
H -0.15175 -1.18607 -4.40995 0.468
H 2.43532 -0.53100 -3.80468 0.458
S -1.98877 -0.11969 0.58875 -0.051
H 2.97321 -0.15064 -2.13875 0.368
H -0.82411 0.26607 -3.65586 0.346
H -0.85015 -3.91420 0.15737 0.390
C -1.19054 4.28262 0.47643 -0.588
C 2.35814 -2.77355 1.94229 -1.349
H 0.39467 -4.87211 0.98863 0.427
C 2.15320 -0.08117 -2.85200 -1.467
C -0.55242 -0.77543 -3.48217 -1.305
C -2.59033 0.77925 -0.86854 -0.723
```